(1)
Entry from the OMol25 dataset: a 3-piece molecular cluster, C2H7O4 overall in a non-equilibrium geometry (wB97M-V/def2-TZVPD).

E_tot in Ha: -381.450190
Multiplicity: 1
Energy above the lowest of the compared OMol25 structures with the same formula, charge and spin in eV: 0.272
Total charge: -1
Orbital gap in eV: 9.05
Largest force on an atom in eV/A: 2.563

Last column: natural (NBO) charge in e.
Geometry (Å):
O1 -1.86748 0.05162 -0.06492  -0.760
C1 -0.70872 0.20948 0.34819  0.780
O2 -0.37164 0.60331 1.50262  -0.804
C2 0.44442 0.30553 -0.68441  -0.746
H1 1.10248 1.14065 -0.46334  0.213
H2 0.02907 0.53796 -1.67044  0.189
H3 0.97989 -0.64314 -0.75600  0.208
H4 -1.68408 -1.15854 -1.50279  0.507
H5 -0.75561 -1.37394 -2.70697  0.451
O3 -1.54495 -1.72132 -2.28830  -0.989
H6 1.48020 1.34693 3.06631  0.451
H7 1.08546 0.23464 2.27879  0.506
O4 1.81094 0.46681 2.94126  -1.006


(2)
Entry from the OMol25 dataset: C2H7OPS in the gas phase in a non-equilibrium geometry (wB97M-V/def2-TZVPD).

E_tot in Ha: -895.133908
Multiplicity: 1
Energy above the lowest of the compared OMol25 structures with the same formula, charge and spin in eV: 2.236
Total charge: 0
Orbital gap in eV: 9.22
SMILES: CO[P@H](C)=S
Largest force on an atom in eV/A: 4.313

Last column: natural (NBO) charge in e.
Geometry (Å):
C1 -1.28273 1.62246 0.11623  -0.229
O1 0.40234 1.17485 0.32856  -0.890
P1 1.15894 -0.01775 -0.43786  1.357
C2 0.32602 -1.69266 0.25187  -0.952
S1 2.99356 0.19713 0.07886  -0.531
H1 -1.68917 1.27818 1.03610  0.205
H2 -1.78237 1.03453 -0.63165  0.192
H3 -1.10019 2.76487 -0.09978  0.237
H4 0.60275 -0.11729 -1.69592  -0.079
H5 0.21937 -1.74515 1.33694  0.238
H6 -0.75267 -1.90187 -0.20479  0.214
H7 0.90415 -2.59731 -0.07857  0.240


(3)
Entry from the OMol25 dataset: C2H7OPS in the gas phase in a non-equilibrium geometry (wB97M-V/def2-TZVPD).

E_tot in Ha: -895.079664
Multiplicity: 1
Energy above the lowest of the compared OMol25 structures with the same formula, charge and spin in eV: 3.712
Total charge: 0
Orbital gap in eV: 7.34
SMILES: CSP(C)O
Largest force on an atom in eV/A: 6.785

Last column: natural (NBO) charge in e.
Geometry (Å):
C1 -0.59965 2.48304 -0.08250  -0.799
S1 -0.13503 1.12421 -1.00364  -0.239
P1 -0.37592 -1.41870 -0.82962  1.081
C2 1.30379 -1.23145 0.02875  -0.962
O1 -1.17963 -2.05868 0.52421  -0.990
H1 0.41165 2.31903 0.51075  0.251
H2 -1.59308 2.22007 0.61190  0.223
H3 -0.84629 3.35421 -0.57322  0.224
H4 1.97198 -0.50674 -0.49477  0.263
H5 1.25562 -1.11022 1.08464  0.239
H6 1.49991 -2.34142 -0.06780  0.208
H7 -1.71336 -2.83334 0.29129  0.500